Entry 1:
DFT (ωB97M-V/def2-TZVPD) results for a molecular structure, H26O13.

```
39
Properties=species:S:1:pos:R:3:forces:R:3:nbo_charge:R:1
O -0.84051 1.47592 0.69422 0.814 5.767 -3.135 -0.886
H -1.31686 2.24696 1.00213 -0.284 0.387 -0.149 0.481
H -1.45580 1.03042 0.11184 1.453 1.855 0.824 0.450
O -0.16387 1.27804 2.59009 2.211 0.250 8.083 -1.033
H -0.40624 1.26815 1.66413 1.195 -1.068 0.853 0.424
H 0.10557 2.18105 2.75801 0.268 0.064 0.490 0.440
O 0.27574 -2.31282 -1.03535 -3.235 -2.976 -4.805 -0.952
H -0.33199 -2.36366 -1.77312 0.298 -0.088 -0.597 0.503
H 0.06019 -1.48626 -0.60340 0.365 0.030 -1.220 0.478
O -2.31553 0.70458 -0.42472 -11.886 1.719 -3.009 -0.890
H -2.14388 -0.20729 -0.18964 -0.284 -1.254 1.499 0.476
H -3.21668 0.70365 -0.74747 -0.579 0.687 0.097 0.512
O 1.61218 -2.28799 0.64397 0.661 -4.024 5.060 -0.911
H 1.19620 -2.83521 1.31011 0.148 -0.349 0.463 0.436
H 0.99136 -2.28313 -0.08458 1.842 -1.748 0.704 0.452
O 1.93912 1.17236 0.44546 2.618 6.405 10.123 -0.908
H 2.45981 1.81742 0.92402 0.509 -0.343 0.588 0.482
H 1.42261 1.69086 -0.17147 0.483 0.356 2.384 0.431
O 1.55694 0.24122 -2.20704 1.020 -0.660 -3.221 -1.005
H 0.88773 0.74661 -1.74556 1.284 -1.975 -2.321 0.437
H 1.64850 -0.56121 -1.69327 1.130 -0.411 -0.181 0.477
O -1.06054 -0.82670 1.82328 -1.027 -1.513 2.313 -0.958
H -1.45771 -0.18592 2.41310 0.264 0.669 0.472 0.526
H -0.73461 -1.51591 2.40205 0.455 -0.035 0.334 0.499
O -1.78382 -1.34561 -0.18424 -2.562 -5.511 -1.095 -0.902
H -1.45397 -2.12918 0.25557 -0.028 -0.251 0.479 0.541
H -2.48554 -1.66595 -0.75099 -0.135 -0.603 -0.750 0.502
O 2.57733 -0.56996 -0.25833 4.868 -4.716 -2.633 -1.025
H 2.01079 -1.12067 0.28203 1.749 1.149 0.447 0.440
H 2.17274 0.29686 -0.22418 2.578 -2.348 -1.595 0.423
O -0.70999 0.20063 -1.80187 -3.018 1.228 -6.616 -1.046
H -1.60080 0.36404 -1.49203 1.263 0.032 -2.156 0.427
H -0.26695 -0.20404 -1.05609 0.208 0.415 -0.733 0.434
O 0.92840 1.96335 -1.05278 -5.088 8.956 -6.749 -0.842
H 1.30552 2.83091 -1.19895 0.493 0.467 -0.566 0.511
H 0.03868 2.02679 -1.40005 -1.077 -0.288 -0.207 0.531
O 0.35647 -0.31182 -0.03082 -0.110 -0.733 3.761 -1.011
H 0.56425 0.57074 0.27602 0.602 -0.200 1.062 0.554
H -0.36484 -0.59725 0.52996 0.531 0.657 1.703 0.501
```
Forces are in eV/Å.

The strongest force on any atom is 12.38 eV/Å. The calculation puts the energy relative to the best compared isomer or geometry (same formula, charge and spin) at 582.0 kcal per mole. Its HOMO energy is -6.5 eV. As for the total charge: 0.

Entry 2:
DFT (ωB97M-V/def2-TZVPD) results for a molecular structure, H26O13.

```
39
Properties=species:S:1:pos:R:3:forces:R:3:nbo_charge:R:1
O -2.35455 -2.13872 0.20907 -0.648 1.011 -7.512 -0.995
H -2.18330 -2.20339 1.13240 -0.334 -0.235 0.684 0.453
H -1.53114 -1.69466 -0.18602 -1.551 -1.125 0.722 0.484
O 0.72067 1.53568 2.70948 1.763 1.870 -1.066 -0.963
H 1.62089 1.87580 2.36777 -2.301 -1.184 1.121 0.497
H 0.81427 0.76873 3.25832 0.686 -0.697 0.369 0.497
O -1.46950 -2.07962 2.10884 5.364 1.727 5.819 -0.919
H -0.51789 -2.48951 1.97647 -2.508 1.501 0.660 0.526
H -1.34692 -1.06300 2.27318 -0.112 -2.899 -0.613 0.500
O 1.70703 1.73560 -1.20947 1.604 -2.106 -2.113 -0.936
H 2.43815 1.96635 -0.66652 1.273 -0.032 0.361 0.488
H 1.98854 1.11074 -1.95663 -0.459 0.893 1.186 0.540
O -2.43174 2.07794 -1.46402 3.197 3.665 -0.793 -0.970
H -2.59488 1.47534 -0.82934 -2.802 -4.383 2.457 0.454
H -1.59831 2.34285 -0.91349 -1.076 0.739 -2.637 0.467
O 1.99901 -0.55140 -2.75053 0.324 -0.294 -2.965 -0.935
H 2.04105 -0.71541 -3.75225 -1.176 0.682 1.721 0.491
H 2.90780 -0.80134 -2.64418 1.088 -0.267 1.251 0.473
O 1.34278 -2.03941 2.18318 1.653 -0.838 2.853 -1.022
H 2.19279 -2.11870 2.79390 -2.611 0.551 -2.865 0.498
H 1.38135 -1.59436 1.33065 0.897 0.522 -0.235 0.530
O -0.14007 3.13725 -0.84091 1.831 -0.196 3.337 -0.958
H 0.02361 3.08232 0.15565 -1.180 0.855 -1.419 0.428
H 0.69601 2.53653 -0.96328 -2.184 1.245 -1.306 0.470
O -0.54811 -2.05215 -2.77019 -1.106 1.095 2.909 -0.937
H 0.27801 -1.80847 -2.35305 0.205 0.083 -0.122 0.482
H -0.40670 -2.40207 -3.59719 0.763 -1.208 -2.772 0.454
O 0.06898 -0.21471 -0.13270 1.166 -1.924 -0.295 -1.055
H 0.71459 0.25964 -0.65030 -0.103 0.175 0.016 0.473
H -0.51108 0.40760 0.38374 0.773 -0.469 -1.378 0.474
O -1.37671 0.94263 1.16313 -0.315 2.653 5.632 -0.956
H -0.85703 1.31368 2.02518 -1.155 -1.127 -3.009 0.513
H -2.17239 1.47573 1.18117 -0.775 -0.087 -0.520 0.518
O 3.28568 -0.31711 0.29882 -4.756 3.065 -1.284 -0.913
H 3.99456 -0.81710 0.37066 5.423 -4.200 -0.069 0.457
H 3.33450 0.13381 1.11669 -0.485 1.074 1.352 0.457
O -3.82635 0.02153 -0.26571 1.387 -1.739 0.292 -1.036
H -3.17278 -0.81216 -0.23011 -1.645 1.423 0.358 0.504
H -4.51082 -0.28646 -0.86241 -0.116 0.181 -0.126 0.467
```
Forces are in eV/Å.

The strongest force on any atom is 8.10 eV/Å. The calculation puts the energy relative to the best compared isomer or geometry (same formula, charge and spin) at 156.4 kcal per mole. Its HOMO energy is -8.9 eV. As for the total charge: 0.

Entry 3:
DFT (ωB97M-V/def2-TZVPD) results for 13 unconnected molecules or ions with the total composition H26O13.

```
39
Properties=species:S:1:pos:R:3:forces:R:3:nbo_charge:R:1
H 0.57104 -0.27100 -0.12501 0.205 -0.037 0.474 0.454
H -0.14991 1.06281 -0.01905 0.410 -0.024 -0.105 0.488
H 3.06013 0.18605 -0.31028 -0.396 0.379 -0.002 0.478
H 3.76034 0.65706 -1.57436 0.036 -0.061 0.038 0.464
H -2.88599 2.05534 -0.71580 -0.090 -0.017 -0.142 0.483
H -3.24002 0.65761 -0.23513 -0.010 -0.001 0.161 0.498
H 3.31817 -2.98545 -0.74998 0.152 0.040 0.048 0.459
H 4.78094 -3.01150 -1.16188 0.073 -0.066 -0.202 0.499
H 1.50248 -4.34001 -2.99571 0.001 0.029 -0.277 0.455
H 2.62891 -3.51373 -2.39700 0.243 -0.080 -0.689 0.471
H -3.67743 -1.25039 -1.56873 -0.213 0.058 -0.056 0.459
H -4.52566 -0.01414 -1.31929 -0.102 -0.052 -0.109 0.496
H 2.71170 2.76471 -1.24773 -0.241 -0.170 0.311 0.475
H 2.20283 3.31526 0.07439 0.082 -0.117 -0.125 0.454
H -1.88982 -2.62805 0.02866 -0.111 -0.003 0.086 0.478
H -0.61417 -3.38339 -0.30633 -0.312 -0.146 -0.184 0.446
H -1.19782 1.91509 -2.35737 -0.289 0.041 -0.134 0.457
H -0.37136 0.65962 -2.13200 0.140 0.308 0.270 0.483
H -4.19160 0.84415 2.90076 0.107 0.030 -0.057 0.472
H -3.54777 -0.52661 2.77224 0.051 0.071 -0.036 0.470
H 1.00115 -2.63414 0.49528 -0.097 -0.028 0.311 0.465
H 2.38284 -2.17689 0.93333 -0.049 0.114 0.311 0.460
H 0.24256 0.37276 4.28609 -0.105 0.033 -0.003 0.465
H 0.18762 1.89137 4.31561 -0.125 -0.008 0.014 0.468
H -0.45211 4.21991 1.48026 -0.066 -0.010 0.007 0.471
H -0.56527 5.70887 1.76351 -0.067 -0.057 0.042 0.468
O 0.65838 0.66056 -0.35645 1.699 -2.143 2.341 -0.942
O 3.50825 0.94961 -0.69127 1.032 -0.772 -0.205 -0.940
O -3.38894 1.27127 -0.96330 0.262 1.075 0.332 -0.976
O 3.90412 -3.28478 -1.45429 0.496 0.279 1.096 -0.934
O 2.09967 -3.61066 -3.19669 -0.926 -0.207 -0.044 -0.952
O -4.38169 -0.91336 -1.00358 -0.243 -1.122 -0.014 -0.961
O 1.90028 2.92182 -0.75184 -0.236 1.389 -0.075 -0.930
O -1.42643 -3.45401 0.20770 0.287 0.125 -0.064 -0.922
O -0.70790 1.43976 -1.67690 -2.089 1.428 -2.798 -0.946
O -3.41194 0.40083 2.54778 -0.131 -0.102 -0.072 -0.942
O 1.45467 -1.91791 0.95387 0.230 -0.193 -0.346 -0.922
O -0.34051 1.10797 4.50628 0.240 -0.016 -0.008 -0.933
O -0.90975 4.85357 2.04420 0.155 0.033 -0.094 -0.938
```
Forces are in eV/Å.

The strongest force on any atom is 3.77 eV/Å. The calculation puts the energy relative to the best compared isomer or geometry (same formula, charge and spin) at 117.3 kcal per mole. Its HOMO energy is -10.0 eV. As for the total charge: 0.

Entry 4:
DFT (ωB97M-V/def2-TZVPD) results for 13 unconnected molecules or ions with the total composition H26O13.

```
39
Properties=species:S:1:pos:R:3:forces:R:3:nbo_charge:R:1
O -5.63300 -15.24900 -3.84600 1.183 0.601 -0.746 -0.948
H -6.41500 -15.74100 -4.00200 -1.043 -0.608 0.012 0.448
H -5.66300 -14.84900 -2.97700 0.097 0.118 0.382 0.492
O -6.32000 -14.32900 0.60100 -0.107 0.635 0.686 -0.980
H -6.27000 -13.46500 1.06100 -0.218 -0.724 -0.208 0.499
H -6.90300 -14.91200 1.10500 0.070 0.189 -0.084 0.505
O -3.90100 -11.21900 0.03600 0.036 -0.297 0.417 -0.983
H -3.15800 -11.53200 -0.50000 0.119 0.039 0.001 0.492
H -3.53200 -10.54100 0.60200 -0.040 0.286 0.129 0.478
O -4.85000 -13.64800 -1.48600 2.313 1.659 -2.201 -0.991
H -3.89600 -13.65000 -1.22400 -1.404 -0.476 -0.099 0.493
H -5.35700 -14.11500 -0.87100 -0.740 -1.320 1.728 0.481
O -3.23000 -14.05100 0.83300 -0.373 0.206 0.148 -0.975
H -4.06100 -14.54800 0.78000 0.555 -0.763 -0.072 0.501
H -3.59300 -13.16800 0.89700 0.099 0.895 0.155 0.470
O -7.88400 -14.18300 -1.83100 -0.749 -1.219 0.616 -0.986
H -7.36700 -13.72200 -1.16200 0.115 0.399 -0.563 0.503
H -7.80200 -13.84100 -2.71100 0.477 0.865 -0.290 0.488
O -0.44400 -13.89600 0.17500 -0.483 -0.519 -0.817 -0.943
H 0.22300 -13.27800 0.41900 0.688 0.753 0.503 0.459
H -1.30600 -13.47000 0.25600 -0.092 -0.370 0.434 0.487
O -6.16900 -10.90300 -1.45300 -3.086 1.830 -1.013 -0.957
H -6.13900 -10.90800 -2.41000 -0.065 -0.047 -0.250 0.469
H -5.43100 -11.36500 -1.19500 2.768 -1.755 1.102 0.482
O -3.75300 -11.53500 -3.97200 -0.986 0.869 1.815 -0.911
H -3.35100 -11.38600 -3.09600 -0.775 -0.278 -0.652 0.449
H -3.02600 -11.71900 -4.52100 1.306 -0.602 -1.347 0.463
O -1.85600 -14.37300 -4.07500 -0.289 -0.398 0.513 -0.914
H -1.34000 -13.58200 -4.03500 0.682 0.753 -0.355 0.442
H -2.07900 -14.46500 -3.13800 -0.331 -0.415 -0.198 0.474
O -1.92100 -12.04000 -1.59800 1.576 0.006 -0.377 -0.964
H -1.74200 -11.35100 -2.24400 -0.323 0.424 -0.183 0.475
H -0.99100 -12.31000 -1.43600 -0.712 -0.540 0.414 0.506
O -6.58200 -16.66100 -1.41100 0.248 -3.345 -0.406 -0.978
H -7.15000 -16.08500 -1.90100 -0.777 1.057 -0.241 0.494
H -6.69000 -17.56500 -1.87500 0.438 2.214 1.198 0.477
O -4.00900 -16.61600 0.03100 2.316 1.111 -0.467 -0.949
H -4.91700 -16.60000 -0.11800 -2.681 -0.227 -0.674 0.485
H -3.81800 -17.26700 0.67400 0.187 -1.007 0.988 0.467
```
Forces are in eV/Å.

The strongest force on any atom is 3.73 eV/Å. The calculation puts the energy relative to the best compared isomer or geometry (same formula, charge and spin) at 61.8 kcal per mole. Its HOMO energy is -10.4 eV. As for the total charge: 0.

Entry 5:
DFT (ωB97M-V/def2-TZVPD) results for 13 unconnected molecules or ions with the total composition H26O13.

```
39
Properties=species:S:1:pos:R:3:forces:R:3:nbo_charge:R:1
O 3.23475 0.30898 0.03750 -4.864 -2.276 1.096 -0.971
H 2.54687 1.08625 -0.04145 2.262 -1.754 0.244 0.499
H 2.53742 -0.59258 0.21767 3.527 3.684 -0.307 0.474
O 2.43451 -2.40471 -0.03828 1.035 -2.752 1.988 -0.984
H 2.35647 -2.55038 0.99291 0.418 0.021 -3.026 0.502
H 3.03002 -3.17818 -0.42465 -1.823 2.588 1.470 0.508
O 2.00655 2.53358 -0.53441 -0.154 2.145 -2.124 -0.922
H 1.15768 2.21240 -0.33068 -1.939 -1.337 1.653 0.482
H 1.62749 3.07246 -1.27735 1.606 -0.205 0.448 0.475
O -2.92874 2.31900 0.10237 -2.039 -1.185 4.433 -0.932
H -2.71589 1.91060 -0.66178 0.938 -2.958 -4.082 0.471
H -2.60831 3.12543 -0.13857 1.204 4.183 -0.352 0.464
O -1.07815 1.88011 -2.14410 -3.793 1.612 3.320 -1.020
H -0.38203 2.33328 -2.53422 1.934 0.073 -1.336 0.477
H -1.09849 0.91763 -2.10961 1.144 0.500 -0.868 0.511
O -2.60728 -1.05089 1.13562 0.088 1.300 -2.088 -0.908
H -3.41745 -0.65481 1.41271 -1.303 0.672 -0.180 0.504
H -2.78490 -1.78264 0.56809 -0.279 -0.762 -0.817 0.507
O -1.14361 -2.55593 -0.22122 0.872 -4.066 -1.964 -0.948
H -1.40630 -3.31154 0.33942 -0.231 0.905 1.085 0.475
H -0.79618 -3.27109 -0.88588 -0.357 2.647 0.677 0.481
O -0.39259 0.06896 -3.29239 -1.164 -4.522 -1.170 -0.933
H -0.60785 -0.91561 -3.29534 -0.726 1.527 -0.785 0.465
H 0.43186 -0.15810 -2.91269 2.914 0.801 0.901 0.497
O 0.06076 0.02138 0.33719 -6.775 4.822 2.657 -0.978
H 0.46894 -0.63460 -0.05458 2.519 -5.774 -3.509 0.464
H -1.02220 -0.14323 0.37018 4.219 0.038 -0.137 0.526
O 0.54542 -0.58760 2.86867 1.110 1.365 1.859 -0.993
H 0.88957 0.25580 3.30385 -0.616 -1.705 -1.153 0.481
H 0.46010 -0.38472 1.92918 -0.097 0.570 -0.285 0.493
O -0.05897 2.20133 1.49469 -2.485 0.801 3.167 -0.937
H -0.58058 2.15081 0.72500 -0.331 -0.208 -2.664 0.461
H -0.93999 2.18114 2.02253 2.441 0.172 0.003 0.473
O 2.47413 -0.56740 -2.24547 0.228 -0.018 -1.164 -1.013
H 2.68267 -0.25962 -1.34449 0.084 0.173 0.266 0.482
H 3.33289 -0.32937 -2.63225 -0.517 -0.205 -0.409 0.472
O -2.07299 -1.28266 3.40560 -0.953 0.102 0.087 -1.031
H -1.25798 -0.77494 3.41203 0.487 -0.174 0.152 0.479
H -2.37762 -1.18856 2.44419 1.415 -0.799 2.916 0.444
```
Forces are in eV/Å.

The strongest force on any atom is 8.73 eV/Å. The calculation puts the energy relative to the best compared isomer or geometry (same formula, charge and spin) at 156.3 kcal per mole. Its HOMO energy is -9.5 eV. As for the total charge: 0.

Entry 6:
DFT (ωB97M-V/def2-TZVPD) results for a molecular structure, H26O13.

```
39
Properties=species:S:1:pos:R:3:forces:R:3:nbo_charge:R:1
O 2.88209 0.04513 3.34104 -2.366 -6.315 0.657 -0.965
H 2.73575 -0.15983 2.43337 0.529 1.044 -1.019 0.488
H 3.17667 0.83648 3.55992 2.056 5.590 0.625 0.464
O 2.54104 -0.24156 0.58930 -0.544 7.318 5.324 -0.977
H 2.75250 -0.36195 -0.23765 2.433 -1.106 -7.107 0.473
H 2.19053 -1.02984 0.96027 0.302 -0.913 -0.104 0.441
O 3.09867 0.01286 -2.29565 -1.440 -1.360 0.537 -0.966
H 3.86122 0.51489 -2.44781 1.932 0.961 -0.399 0.471
H 2.43476 0.67756 -2.10875 -0.708 0.403 -0.195 0.495
O 0.93974 1.97044 -1.91110 3.393 -0.116 5.166 -1.000
H 1.18205 2.47547 -0.94031 -1.110 -2.129 -3.496 0.520
H 0.32004 2.53689 -2.25523 -2.221 2.072 -1.589 0.459
O -2.49303 1.39770 -2.11718 -2.789 -7.430 0.256 -0.964
H -2.03012 2.13979 -2.18087 3.730 4.338 -0.862 0.462
H -2.01362 0.51557 -2.37959 -0.935 3.087 0.628 0.517
O 2.02665 -2.24425 1.01138 2.080 -1.606 3.236 -0.876
H 1.40059 -2.28902 1.67006 -2.796 -1.274 2.074 0.510
H 1.92057 -2.74686 0.28855 -1.213 -3.148 -3.642 0.498
O 0.56613 3.10023 0.61449 -0.470 1.881 -3.417 -0.942
H 0.48499 2.90563 1.49696 -0.120 -1.072 3.374 0.489
H -0.08693 3.82115 0.46990 0.658 -0.750 0.060 0.483
O -1.35609 -0.85128 2.50204 1.420 -1.754 10.958 -0.936
H -1.35348 -0.54248 1.70925 0.396 3.512 -7.644 0.465
H -0.82205 -0.22037 3.15714 -1.863 -2.036 -2.721 0.467
O -0.09635 -0.32702 0.23272 -0.317 2.076 -1.018 -1.034
H -0.49456 0.57084 -0.08389 1.585 -2.148 0.761 0.518
H 0.91668 -0.34693 0.13894 -1.577 1.380 0.359 0.496
O -2.61482 1.69652 0.79919 -0.643 0.988 -1.759 -0.988
H -2.92488 1.77256 -0.17659 0.563 -0.154 2.254 0.501
H -3.00096 2.45404 1.29198 0.202 -0.881 -0.653 0.477
O -0.14506 -2.13536 -1.55233 3.709 -1.993 -3.549 -0.979
H 0.79958 -2.30390 -1.87734 -2.206 0.527 0.618 0.491
H -0.12853 -1.50928 -0.87028 0.533 2.360 1.941 0.487
O -2.23434 -3.09862 -1.08761 -1.855 -0.419 5.133 -0.951
H -1.48058 -2.47356 -1.06192 -0.729 -1.145 -0.544 0.475
H -2.41975 -3.17606 -0.01158 0.691 -0.128 -4.139 0.449
O -3.78557 -1.00542 -0.06412 -9.609 -6.836 2.367 -0.932
H -3.59684 -1.88232 -0.40392 0.256 0.143 -0.507 0.481
H -3.15266 -0.49784 -0.20276 9.046 7.034 -1.964 0.433
```
Forces are in eV/Å.

The strongest force on any atom is 12.03 eV/Å. The calculation puts the energy relative to the best compared isomer or geometry (same formula, charge and spin) at 183.6 kcal per mole. Its HOMO energy is -10.3 eV. As for the total charge: 0.